{
  "formula": "C4H7FN2S",
  "method": "ωB97M-V with the def2-TZVPD basis set",
  "smiles": "N[C@@]1(CF)C=NSC1",
  "orbital_gap_ha": 0.34672,
  "lumo_energy_ha": 0.0291,
  "e_above_lowest_kj_mol": 91.9,
  "charge": 0,
  "symbols": ["S", "F", "N", "N", "C", "C", "C", "C", "H", "H", "H", "H", "H", "H", "H"],
  "xyz": [[0.95913, -1.06415, -1.54142], [-1.95715, 1.50700, 0.78561], [0.22582, 0.22831, 2.06362], [1.16305, 0.57337, -1.31733], [-1.63743, 0.21976, 0.40334], [0.67017, 1.00877, -0.21256], [0.33912, -1.38889, 0.16812], [-0.10398, 0.03877, 0.62933], [-0.27670, -0.47041, 2.64311], [-0.18362, 1.09241, 2.40888], [0.79584, 2.07086, 0.01201], [1.12777, -1.64060, 0.87646], [-1.83633, 0.06746, -0.67041], [-0.49100, -2.08530, 0.10676], [-2.19700, -0.45315, 1.06210]],
  "atomic_forces_ev_per_a": [[-0.09, -0.84, 0.33], [-0.31, 0.37, -0.15], [-0.57, -0.60, 0.37], [-0.21, 1.03, 1.02], [1.33, -0.21, -0.30], [0.58, -0.12, -1.50], [-0.05, 1.72, -0.24], [-1.00, -0.76, 1.28], [0.53, 0.24, -0.66], [0.19, 0.25, -0.32], [-0.22, -0.32, 0.13], [0.05, -0.60, -0.32], [-0.37, 0.13, 0.39], [0.07, -0.18, 0.29], [0.06, -0.10, -0.32]],
  "lowdin_charge": [0.85, -0.04, 0.06, -0.31, -0.15, -0.20, -0.35, -0.56, 0.09, 0.07, 0.13, 0.08, 0.13, 0.07, 0.13]
}

---

{
  "formula": "C21H30ClN3O3S",
  "method": "ωB97M-V with the def2-TZVPD basis set",
  "smiles": "CC[C@H](C(=O)N[C@H]1CCCCN(C(=O)c2sc(C)cc2Cl)CC1)N1CCCC1=O",
  "orbital_gap_ha": 0.34482,
  "lumo_energy_ha": 0.0281,
  "e_above_lowest_kj_mol": 1.0,
  "charge": 0,
  "symbols": ["Cl", "S", "O", "O", "O", "N", "N", "N", "C", "C", "C", "C", "C", "C", "C", "C", "C", "C", "C", "C", "C", "C", "C", "C", "C", "C", "C", "C", "C", "H", "H", "H", "H", "H", "H", "H", "H", "H", "H", "H", "H", "H", "H", "H", "H", "H", "H", "H", "H", "H", "H", "H", "H", "H", "H", "H", "H", "H", "H"],
  "xyz": [[-0.00225, 3.15033, 0.07453], [-3.78382, 4.55022, 1.28907], [1.09846, -3.87496, 1.02942], [1.88970, 0.40245, -0.46386], [-3.18245, 1.41784, 1.91831], [-2.93599, 1.21693, -0.32017], [0.43288, -1.25519, 0.06014], [2.95337, -2.80993, 0.19352], [2.17275, -3.88847, 0.44463], [-1.43969, 4.00092, 0.50871], [-3.21075, -0.21348, -0.19923], [3.90788, -4.53801, -1.07364], [-2.94433, 1.93000, 0.83610], [-0.70692, -0.88974, -2.06591], [-1.67924, -0.08405, -2.93821], [-1.46324, 5.41097, 0.69587], [-2.62699, 3.39173, 0.76472], [4.19339, -3.14961, -0.49541], [-1.78247, 1.40622, -2.58401], [-2.93566, 1.80080, -1.65750], [3.72822, -2.13014, 3.00115], [-0.71264, -0.60510, -0.56123], [2.56857, -1.46770, 2.27035], [-1.97135, -1.01735, 0.19064], [1.65075, -0.68526, 0.04289], [2.76056, -1.47065, 0.75139], [-3.09194, 7.26464, 1.39733], [2.86814, -5.11440, -0.11390], [-2.67867, 5.85625, 1.10954], [-0.83523, 1.76032, -2.17393], [3.67166, -0.91896, 0.51846], [5.02893, -3.16508, 0.21351], [3.47573, -4.43479, -2.06953], [2.14690, -5.78776, -0.57052], [-0.60528, 6.04719, 0.53453], [-0.55974, 0.46390, -0.41357], [-2.94584, 2.88362, -1.54925], [-2.17506, -2.08277, 0.03865], [-1.79047, -0.86877, 1.25705], [-2.67502, -0.53378, -2.94112], [0.33942, -2.17496, 0.47989], [4.80815, -5.14298, -1.15690], [3.32947, -5.63982, 0.72676], [-2.24405, 7.93238, 1.25241], [-3.97741, -0.35312, 0.56273], [1.63218, -1.96259, 2.52464], [-3.89573, 7.58839, 0.73500], [-3.44009, 7.37614, 2.42474], [-1.94805, 1.97633, -3.50220], [3.58868, -2.07420, 4.08045], [-3.87996, 1.51824, -2.13906], [-3.61939, -0.54720, -1.15017], [2.47523, -0.42268, 2.57524], [-1.32630, -0.17133, -3.96799], [4.41539, -2.40866, -1.26367], [-0.86666, -1.96169, -2.22442], [3.81047, -3.18669, 2.73768], [4.67775, -1.64603, 2.76094], [0.30803, -0.66791, -2.40557]],
  "atomic_forces_ev_per_a": [[0.00, 0.00, 0.00], [-0.02, 0.00, -0.05], [0.00, 0.00, 0.00], [0.00, 0.00, 0.00], [0.00, 0.00, 0.00], [-0.07, 0.01, -0.01], [0.00, 0.00, 0.00], [0.00, 0.00, 0.00], [0.00, 0.00, 0.00], [0.00, 0.00, 0.00], [0.00, 0.00, 0.00], [0.00, 0.00, 0.00], [0.09, -0.02, -0.02], [0.00, 0.00, 0.00], [0.00, 0.00, 0.00], [0.00, 0.00, 0.00], [0.00, 0.00, 0.08], [0.00, 0.00, 0.00], [0.00, 0.00, 0.00], [0.00, 0.00, 0.00], [0.00, 0.00, 0.00], [0.00, 0.00, 0.00], [0.00, 0.00, 0.00], [0.00, 0.00, 0.00], [0.00, 0.00, 0.00], [0.00, 0.00, 0.00], [0.00, 0.00, 0.00], [0.00, 0.00, 0.00], [0.00, 0.00, 0.00], [0.00, 0.00, 0.00], [0.00, 0.00, 0.00], [0.00, 0.00, 0.00], [0.00, 0.00, 0.00], [0.00, 0.00, 0.00], [0.00, 0.00, 0.00], [0.00, 0.00, 0.00], [0.00, 0.00, 0.00], [0.00, 0.00, 0.00], [0.00, 0.00, 0.00], [0.00, 0.00, 0.00], [0.00, 0.00, 0.00], [0.00, 0.00, 0.00], [0.00, 0.00, 0.00], [0.00, 0.00, 0.00], [0.00, 0.00, 0.00], [0.00, 0.00, 0.00], [0.00, 0.00, 0.00], [0.00, 0.00, 0.00], [0.00, 0.00, 0.00], [0.00, 0.00, 0.00], [0.00, 0.00, 0.00], [0.00, 0.00, 0.00], [0.00, 0.00, 0.00], [0.00, 0.00, 0.00], [0.00, 0.00, 0.00], [0.00, 0.00, 0.00], [0.00, 0.00, 0.00], [0.00, 0.00, 0.00], [0.00, 0.00, 0.00]],
  "lowdin_charge": [0.77, 1.12, 0.04, 0.04, 0.07, -0.04, 0.13, -0.01, -0.45, -0.70, -0.13, -0.15, -0.48, -0.13, -0.19, -0.14, -0.48, -0.13, -0.17, -0.15, -0.09, -0.31, -0.19, -0.10, -0.44, -0.19, -0.10, -0.07, -0.58, 0.08, 0.15, 0.12, 0.11, 0.12, 0.11, 0.09, 0.12, 0.13, 0.12, 0.10, 0.11, 0.11, 0.13, 0.08, 0.13, 0.11, 0.08, 0.08, 0.11, 0.07, 0.13, 0.11, 0.13, 0.11, 0.13, 0.12, 0.07, 0.08, 0.11]
}

---

{
  "formula": "C22H24BN7Zn",
  "method": "ωB97M-V with the def2-TZVPD basis set",
  "orbital_gap_ha": [0.13997, 0.14705],
  "lumo_energy_ha": [-0.3747, -0.3673],
  "e_above_lowest_kj_mol": 201.1,
  "charge": 2,
  "symbols": ["Zn", "N", "N", "N", "N", "N", "N", "N", "C", "C", "C", "C", "C", "C", "C", "C", "C", "C", "C", "C", "C", "C", "C", "C", "C", "C", "C", "C", "C", "C", "B", "H", "H", "H", "H", "H", "H", "H", "H", "H", "H", "H", "H", "H", "H", "H", "H", "H", "H", "H", "H", "H", "H", "H", "H"],
  "xyz": [[-0.02627, -0.09487, -0.18795], [1.97367, 0.34091, -2.91777], [-0.28094, -0.91143, -2.80576], [2.41346, 0.19741, -1.62490], [-0.50488, 1.66787, -1.26276], [1.24746, -1.65179, 0.67336], [-0.20857, 1.64881, -2.60812], [-0.51766, -1.24419, -1.49450], [0.37600, -2.58708, 1.12970], [-0.90150, -2.28371, 1.70501], [0.75685, 1.05635, 1.21319], [4.17517, 0.20850, -3.05114], [-0.73291, -1.90142, -3.57402], [2.35039, -1.50986, 1.48342], [-1.25693, -2.90371, -2.76267], [2.16009, -1.33299, 2.88951], [-1.05913, 2.86772, -1.00367], [-1.13496, 3.61472, -2.18682], [-1.24631, -4.60460, 2.29743], [4.52731, -1.49171, 3.31184], [3.75292, 0.10755, -1.71493], [-1.69423, -3.29012, 2.26938], [3.22520, -1.32117, 3.78296], [-0.59147, 2.80313, -3.17378], [3.00608, 0.36288, -3.77947], [0.80574, -3.93741, 1.18985], [-1.10116, -2.44640, -1.45919], [4.74793, -1.69970, 1.94778], [0.00814, -4.92132, 1.76250], [3.67484, -1.72072, 1.04316], [0.44806, 0.39384, -3.25190], [-1.38618, 3.12415, 0.00351], [-1.53440, 4.60779, -2.31485], [-0.32156, 0.53344, 1.37511], [0.54703, 2.14290, 1.18272], [5.76047, -1.85865, 1.58671], [5.35842, -1.47707, 4.01703], [0.35612, -5.95247, 1.79528], [1.78903, -4.19289, 0.79209], [3.03314, -1.18177, 4.84909], [-1.36532, -2.91353, -0.51648], [1.24786, 0.66742, 2.12744], [1.15038, -1.22336, 3.28647], [3.85337, -1.93439, -0.01141], [-2.66486, -3.02237, 2.68483], [-1.87305, -5.37640, 2.73804], [1.51825, 0.86678, 0.34719], [-1.69390, -3.83572, -3.07864], [4.36485, -0.02419, -0.82068], [2.81966, 0.48692, -4.84081], [5.18532, 0.18232, -3.44400], [-0.44346, 2.94381, -4.23432], [0.33758, 0.47133, -4.44072], [-0.64172, -1.81703, -4.64345], [-1.30049, -1.26234, 1.70499]],
  "atomic_forces_ev_per_a": [[0.26, 1.41, -2.30], [-0.54, -0.14, 0.84], [-0.34, -0.09, 1.00], [0.02, -0.15, -0.51], [0.14, 0.21, -0.57], [0.71, -0.15, 1.43], [-0.40, -0.55, 0.97], [-0.55, -1.23, -1.66], [-0.43, -0.36, 1.37], [-1.04, -0.38, -0.39], [0.53, 0.94, 1.73], [0.07, 0.03, -0.03], [0.02, -0.08, 0.29], [-0.04, -1.30, -0.12], [-0.10, -0.21, -0.01], [0.22, -0.56, 1.47], [0.18, -0.30, -0.62], [0.00, -0.01, 0.16], [0.23, -0.31, -0.08], [0.25, 0.01, 0.04], [-0.30, 0.10, -0.27], [0.32, 1.43, -0.39], [-1.26, 0.22, -0.31], [0.05, -0.26, 0.48], [0.01, -0.12, 0.34], [0.30, -0.89, 0.80], [-0.03, -0.13, -1.00], [-0.76, -0.05, -1.07], [0.31, 0.10, -0.40], [1.68, 0.53, -0.26], [0.56, 0.59, -0.44], [0.07, -0.04, -0.38], [0.03, -0.08, 0.04], [1.56, 1.14, 0.01], [0.15, -0.74, 0.35], [-0.22, -0.08, -0.01], [-0.15, -0.01, -0.24], [-0.02, 0.26, -0.07], [-0.30, 0.07, 0.00], [0.06, -0.01, -0.38], [-0.12, 0.12, -0.52], [-0.26, 0.91, -0.48], [0.20, 0.01, -0.18], [-0.11, 0.03, 0.32], [0.28, -0.07, -0.02], [0.16, 0.09, -0.09], [-1.16, 0.22, 1.00], [0.00, 0.06, -0.03], [-0.24, 0.26, -0.42], [0.16, -0.06, 0.25], [-0.26, 0.02, 0.17], [-0.07, 0.14, 0.12], [-0.02, -0.02, 0.02], [-0.04, -0.12, -0.04], [0.22, -0.41, 0.09]],
  "lowdin_charge": [0.67, -0.05, 0.02, 0.04, -0.03, 0.13, -0.02, -0.08, -0.31, -0.02, -0.06, -0.04, -0.02, -0.24, 0.00, 0.01, -0.11, -0.03, 0.01, 0.02, -0.16, -0.01, 0.00, -0.03, -0.06, 0.05, -0.10, 0.01, 0.00, 0.04, -0.47, 0.12, 0.11, 0.10, 0.08, 0.13, 0.14, 0.13, 0.14, 0.14, 0.10, 0.05, 0.13, 0.12, 0.14, 0.14, 0.08, 0.11, 0.09, 0.13, 0.11, 0.14, 0.13, 0.14, 0.11]
}

---

{
  "formula": "C4HClFN",
  "method": "ωB97M-V with the def2-TZVPD basis set",
  "smiles": "N#CC#C[C@@H](F)Cl",
  "orbital_gap_ha": 0.39556,
  "lumo_energy_ha": -0.0162,
  "e_above_lowest_kj_mol": 11.7,
  "charge": 0,
  "symbols": ["Cl", "F", "N", "C", "C", "C", "C", "H"],
  "xyz": [[-2.31573, -1.25750, -0.28207], [-1.88695, 1.32797, -0.53193], [3.61798, -0.61359, -0.35361], [-1.43037, 0.27606, 0.17415], [2.50720, -0.30286, -0.21926], [1.19311, 0.03983, -0.08825], [-0.00853, 0.13488, 0.07206], [-1.67670, 0.39520, 1.22891]],
  "atomic_forces_ev_per_a": [[0.57, 0.80, -0.05], [-0.13, 0.05, -0.28], [-1.21, 0.36, 0.19], [-0.93, -0.73, 0.98], [2.00, -0.33, -0.31], [-2.51, -0.11, 0.52], [2.47, -0.24, -1.00], [-0.25, 0.20, -0.05]],
  "lowdin_charge": [0.62, 0.01, 0.18, -0.72, -0.22, 0.01, 0.01, 0.11]
}